[1]
Computed, not measured: C42H53AsF3N3O6PReS2 as an isolated structure, with ωB97M-V with the def2-TZVPD basis set.

The geometry in XYZ format:
```
112
Properties=species:S:1:pos:R:3:forces:R:3:mulliken_charge:R:1
Re 6.285 2.623 21.210 1.3104 -0.2523 0.3373 0.2826
S 6.390 0.612 22.374 -0.0256 -0.6137 0.0058 -0.8024
C 7.991 0.615 21.645 0.2966 0.1952 0.2675 0.5342
C 8.940 -0.393 21.762 0.8782 0.6015 -0.0328 -0.8053
C 10.246 -0.137 21.269 -1.5673 -0.4136 0.1899 -0.7921
C 10.429 1.061 20.600 0.8654 0.4574 -0.0727 -0.9862
C 9.408 1.972 20.454 -0.4268 0.5358 0.0183 -0.3673
N 8.199 1.802 20.996 0.8863 -2.2335 -0.3830 1.0836
H 8.654 -1.270 22.333 0.2571 -0.0227 -0.1937 0.5774
H 11.047 -0.872 21.365 -0.2548 0.2912 0.0821 0.4865
H 11.398 1.399 20.239 -0.1216 -0.4471 -0.0558 0.4632
H 9.574 2.889 19.905 -0.0599 0.0883 0.0823 0.3843
F 10.575 5.173 24.240 -1.3487 0.1039 -1.0904 -0.2173
C 9.516 5.130 23.390 0.2696 -0.1357 -0.0511 0.6757
F 9.980 4.904 22.124 -0.4837 0.3602 1.2381 -0.2104
F 8.844 6.306 23.414 1.0077 -1.0090 -0.0005 -0.2037
S 8.345 3.747 23.922 -1.9973 -1.7641 -0.8234 1.1464
O 9.102 2.494 23.855 -0.7052 2.0572 0.3478 -0.6785
O 7.743 4.228 25.157 1.2185 -0.5995 -1.5598 -0.6051
O 7.235 3.727 22.797 1.8946 0.5161 1.4207 -1.0959
C 7.653 4.344 17.384 0.5059 -0.6758 -0.2707 -0.8878
N 6.917 5.339 18.131 0.2696 -0.2964 0.2314 0.5745
C 6.109 6.247 17.326 1.3747 0.3283 -0.9126 -0.9890
C 6.976 5.313 19.488 0.2800 -0.2529 0.8388 -0.8217
O 6.946 4.180 20.119 -0.0607 1.8097 -1.3992 0.2775
N 7.222 6.443 20.179 -0.7105 -0.3547 -0.5354 0.5398
C 7.959 7.565 19.579 0.0398 -0.2154 -0.4918 -1.0756
C 6.648 6.626 21.514 -0.4894 0.7634 0.4607 -0.1499
H 8.616 4.733 16.981 -0.6053 0.0796 0.1623 0.3536
H 7.070 3.954 16.528 0.1486 0.2766 0.4862 0.3507
H 7.916 3.514 18.051 -0.1697 0.1497 -0.2497 0.0479
H 5.452 5.618 16.706 0.0370 0.3251 0.1821 0.3132
H 6.799 6.835 16.634 -1.0043 -0.5012 0.8111 0.3167
H 5.524 6.903 17.947 -0.1551 0.2070 0.1964 0.2859
H 8.559 7.172 18.727 -0.4235 0.3847 0.6388 0.3174
H 8.641 7.962 20.351 -0.3305 -0.1432 -0.3854 0.3934
H 7.301 8.373 19.210 0.2473 -0.3305 0.2433 0.3162
H 5.626 7.077 21.454 0.6215 -0.7083 -0.1983 0.0286
H 7.236 7.399 22.023 0.0923 -0.4688 -0.0124 0.4154
H 6.645 5.686 22.097 -0.0311 0.6275 -0.4287 -0.3921
C 2.719 4.290 22.948 -0.4500 0.6518 0.1205 -1.8091
C 3.821 3.240 23.139 0.3440 0.1871 -0.6706 1.7326
C 3.181 1.864 23.212 -0.1393 -1.1371 0.3640 -1.2671
C 4.695 3.553 24.352 -0.1827 1.0396 0.1272 -1.5307
O 4.723 3.325 21.877 -3.5577 0.9005 1.7616 2.3458
H 1.990 4.307 23.797 0.6960 -0.3372 -0.5249 0.4145
H 2.113 4.114 22.038 0.3461 -0.0833 0.3286 0.3093
H 3.105 5.326 22.905 0.1011 -0.5037 -0.0391 0.3596
H 2.412 1.804 24.044 1.0927 0.1815 -0.7684 0.4403
H 3.946 1.059 23.358 -0.6514 0.6857 0.1183 0.2552
H 2.632 1.588 22.300 0.1465 0.3022 0.0543 0.2274
H 4.057 3.737 25.253 0.3769 -0.4513 -0.6819 0.5156
H 5.210 4.533 24.168 -0.2054 -1.0411 0.1926 0.2094
H 5.425 2.753 24.556 -0.2992 0.4629 -0.0627 0.1808
C 4.090 -0.092 19.495 -0.3672 -1.4372 1.1138 -0.6870
C 3.640 -0.824 18.218 -0.7097 0.2799 -1.1785 -1.5778
As 2.272 -2.391 18.314 1.2264 0.8565 0.3953 0.3644
C 3.446 -3.695 19.249 -0.2258 0.1392 -0.6167 0.3118
C 4.830 -3.730 19.012 -0.2142 -0.0621 0.3601 -0.1880
C 5.599 -4.738 19.613 -0.1800 1.0111 -0.5467 -0.3814
C 5.000 -5.726 20.366 0.5701 -1.1165 0.6379 -0.7088
C 3.623 -5.783 20.471 -0.8549 0.5677 -0.1800 -0.4667
C 2.847 -4.758 19.924 -0.0478 -0.0365 0.2570 -0.3796
C 1.099 -1.712 19.746 -0.0248 -0.5842 -0.0836 0.0761
C 0.013 -0.924 19.382 0.1471 0.1679 -0.6612 -0.3863
C -0.890 -0.484 20.338 -0.5739 0.6025 -0.4671 -0.5995
C -0.797 -0.932 21.639 0.1787 0.0999 0.8410 -0.4485
C 0.240 -1.785 22.006 -0.0732 -0.0062 -0.1209 -0.7906
C 1.186 -2.153 21.061 -0.2088 0.2956 -0.0237 0.0679
P 5.232 1.399 19.251 -0.5471 -1.9578 0.8556 0.4358
C 4.022 2.318 18.291 0.2087 0.8988 -1.1780 1.5742
C 4.096 2.592 16.912 -0.0314 -0.2052 -0.1661 -0.4732
C 3.043 3.271 16.278 0.5387 -0.6513 -0.0414 -0.8543
C 1.909 3.627 16.993 -1.0022 1.1244 -0.8169 -0.8305
C 1.832 3.366 18.354 -0.3366 -0.3008 0.2390 -1.0317
C 2.887 2.730 18.998 -0.1269 0.2111 -0.2145 0.1272
C 6.486 0.439 18.334 0.6430 1.1748 -0.7048 1.4169
C 7.162 0.973 17.226 -0.2070 0.0302 -0.3486 -0.4893
C 8.191 0.248 16.640 -0.0144 -0.0393 -0.5196 -1.1617
C 8.472 -1.041 17.068 0.6674 -0.4800 -0.8314 -0.8218
C 7.795 -1.592 18.122 -0.3124 -0.0254 0.6096 -0.8290
C 6.873 -0.809 18.805 0.0571 -0.0820 0.4999 -0.7284
H 4.543 -0.883 20.145 -0.0534 0.9421 -0.2196 0.6532
H 3.179 0.208 20.031 0.2861 0.2290 -0.0220 0.6287
H 4.479 -1.239 17.609 -0.5966 0.4528 0.4768 0.3193
H 3.061 -0.130 17.555 0.6290 -0.4120 0.3980 0.4410
H 5.317 -2.970 18.384 -0.2736 -0.4499 0.4240 0.1729
H 6.667 -4.689 19.465 0.1400 -0.2569 0.1166 0.3687
H 5.612 -6.490 20.888 -0.4040 0.5468 -0.5561 0.3486
H 3.081 -6.582 20.962 0.3847 -0.0830 0.1658 0.4004
H 1.756 -4.775 20.067 0.5345 -0.0688 -0.1557 0.4388
H -0.143 -0.676 18.323 0.1081 0.0858 0.4669 0.3240
H -1.679 0.227 20.044 0.3164 -0.5376 0.1815 0.4087
H -1.490 -0.601 22.413 0.0137 -0.0763 -0.3512 0.3873
H 0.301 -2.175 23.019 0.0206 0.1115 -0.1207 0.4104
H 1.979 -2.813 21.324 0.5092 -0.3247 0.3454 0.5483
H 4.923 2.205 16.278 -0.6471 0.4020 0.6708 0.4219
H 3.109 3.416 15.197 -0.1236 0.1274 0.3828 0.4625
H 1.074 4.174 16.455 1.0618 -0.8720 0.8106 0.3080
H 0.918 3.575 18.934 0.5693 0.0819 -0.4277 0.6238
H 2.780 2.555 20.058 0.2249 -0.1407 0.1790 -0.0377
H 6.834 1.915 16.765 0.3900 -0.5469 0.4642 -0.1704
H 8.738 0.612 15.773 -0.2201 0.1868 0.1988 0.4568
H 9.205 -1.664 16.538 -0.2527 0.4723 0.1747 0.4003
H 7.968 -2.626 18.417 0.0888 0.3119 0.1141 0.3963
H 6.498 -1.164 19.751 -0.3244 -0.2256 -0.0547 0.7399
C 2.548 6.519 20.149 -0.3814 0.4997 0.1589 -0.8385
O 3.729 5.753 20.221 0.3300 -0.0135 -0.3930 0.0524
H 1.664 5.936 19.818 0.4536 0.2357 -0.0269 0.2326
H 2.734 7.359 19.452 -0.1742 -0.5582 0.2308 0.2550
H 2.304 6.968 21.125 0.0007 -0.0989 -0.1903 0.3086
H 3.632 5.034 20.854 0.0629 -0.0734 0.0355 -0.4702
```
Forces are in eV/Å.

E_tot: -163244.215 eV
Spin multiplicity: 4
Orbital gap (spin up / spin down): 7.981 / 7.011 eV
HOMO energy (spin up / spin down): -10.362 / -10.381 eV
Expectation value of S²: 3.7697
Energy relative to the best compared isomer or geometry (same formula, charge and spin): 0.00 kcal per mole
Charge: +1

***

[2]
Computed, not measured: a 2-piece molecular cluster, C4H4BrN overall, with ωB97M-V with the def2-TZVPD basis set.

The geometry in XYZ format:
```
10
Properties=species:S:1:pos:R:3:forces:R:3:mulliken_charge:R:1
C 1.434 -1.495 -0.074 -2.4675 2.8479 -0.2706 -0.0095
C -1.197 -0.728 -0.148 -2.4132 -0.9104 -0.4270 -0.3317
C -0.130 -0.006 -0.172 2.6753 -3.6862 -0.5600 0.4039
C 0.374 1.308 0.085 -1.9236 -0.6038 1.0216 -0.9188
N 2.312 -2.229 0.067 -0.0600 -0.0601 -0.0305 -0.3647
Br -2.916 0.208 0.024 0.8703 -0.3391 -0.1234 -0.1693
H -1.383 -1.814 -0.303 0.6630 1.1902 0.3476 0.4085
H 1.108 1.662 -0.517 2.0991 0.7107 -2.3883 0.3333
H 0.869 1.082 0.992 0.2693 1.0182 1.7389 0.2695
H -0.471 2.012 0.047 0.2874 -0.1675 0.6917 0.3788
```
Forces are in eV/Å.

E_tot: -75741.200 eV
Orbital gap: 9.430 eV
HOMO energy: -10.514 eV
Energy relative to the best compared isomer or geometry (same formula, charge and spin): 72.87 kcal per mole
Charge: 0

***

[3]
Computed, not measured: C29H33Cl2IrN7O2 as an isolated structure, with ωB97M-V with the def2-TZVPD basis set.

The geometry in XYZ format:
```
74
Properties=species:S:1:pos:R:3:forces:R:3:mulliken_charge:R:1
Ir 0.040 -0.082 0.790 -0.3477 0.2593 -0.0962 1.8945
Cl 4.700 -2.351 0.455 -0.0146 -0.0358 0.0340 -0.2656
C 3.316 -2.807 1.407 0.0029 0.0010 0.0078 0.4012
C 3.339 -4.002 2.132 0.0158 0.0452 -0.0408 -0.5943
C 2.256 -4.391 2.870 0.0299 -0.0796 0.0400 0.7644
Cl 2.317 -5.905 3.746 -0.0147 0.0527 -0.0277 -0.3072
C 1.088 -3.597 2.923 -0.0395 0.0277 0.0180 -0.2540
C -0.097 -3.939 3.610 0.0487 0.0087 -0.0254 -0.8493
C -1.168 -3.097 3.543 -0.0650 -0.0102 0.0858 -1.0064
C -1.081 -1.897 2.824 0.0608 0.1138 0.0361 0.2558
N 0.018 -1.531 2.199 0.3803 -0.3846 0.1306 -0.0585
C 1.094 -2.384 2.207 -0.0540 -0.0144 0.0263 0.8505
C 2.207 -1.963 1.402 -0.1011 0.2035 0.0366 -0.6878
O 2.109 -0.858 0.763 -0.0211 -0.1783 -0.0683 -0.6214
H 4.221 -4.627 2.097 0.0008 0.0083 -0.0059 0.4424
H -0.147 -4.869 4.160 0.0017 0.0024 -0.0037 0.3999
H -2.101 -3.340 4.033 0.0001 0.0081 -0.0023 0.4396
H -1.929 -1.237 2.739 -0.0136 0.0564 -0.0414 0.0476
N -1.410 0.998 0.301 -0.1530 -0.4902 0.0276 0.3118
C -2.725 1.125 0.422 -0.0355 0.4244 -0.0380 -0.0934
C -3.524 1.722 -0.609 0.0286 0.0176 0.0032 0.0087
C -4.876 1.940 -0.452 0.0706 -0.0711 0.0750 -0.6085
C -5.543 1.599 0.728 -0.0458 0.0243 0.0031 -0.6326
C -4.793 1.052 1.762 0.0657 0.0243 -0.0883 -0.7549
C -3.433 0.823 1.629 0.0434 -0.0774 -0.0688 -0.2907
H -3.030 2.003 -1.533 -0.0223 -0.0116 0.0188 0.1136
H -5.436 2.381 -1.271 0.0231 0.0075 -0.0094 0.3676
H -6.606 1.771 0.839 0.0101 -0.0053 -0.0093 0.3411
H -5.277 0.809 2.704 0.0243 -0.0142 -0.0002 0.3451
H -2.868 0.453 2.475 -0.0020 -0.0724 0.0077 0.1879
C -0.344 -3.074 -2.216 0.0293 -0.0131 0.0063 -1.9129
C -0.752 -1.733 -1.615 0.0373 -0.0286 0.0520 2.2457
C -2.243 -1.489 -1.826 0.0896 -0.0359 0.0607 -1.1386
O -0.398 -1.754 -0.263 -0.1611 0.1107 -0.0433 -0.9453
H -0.550 -3.103 -3.290 0.0022 -0.0360 -0.0030 0.3580
H -0.907 -3.873 -1.725 0.0028 -0.0058 -0.0250 0.4093
H 0.718 -3.262 -2.050 0.0063 0.0211 -0.0109 0.3394
H -0.210 -0.942 -2.153 0.0852 0.0622 -0.0034 -1.0059
H -2.813 -2.248 -1.282 -0.0238 0.0165 -0.0009 0.2950
H -2.514 -1.539 -2.887 0.0266 0.0062 0.0156 0.3686
H -2.506 -0.512 -1.436 -0.1194 0.0211 -0.0089 0.1605
C -0.563 1.453 -3.718 0.0125 0.0520 0.0845 -0.8850
N 0.535 1.990 -2.921 0.0346 0.0420 -0.1126 0.1835
C 0.123 3.061 -2.022 0.0232 -0.0178 -0.0374 -0.8090
C 1.467 1.103 -2.404 -0.0594 -0.1022 0.2203 0.0753
N 1.809 1.179 -1.175 0.1627 0.2448 -0.1313 -0.4138
N 1.930 0.144 -3.314 0.0287 -0.0198 0.0220 0.4591
C 2.758 -0.911 -2.763 -0.0479 0.0381 -0.0794 -0.9751
C 2.370 0.612 -4.615 -0.0298 -0.0080 0.0039 -1.1887
H -1.461 1.338 -3.101 0.0055 -0.0452 -0.0223 -0.0615
H -0.299 0.475 -4.111 -0.0019 0.0003 -0.0218 0.4223
H -0.793 2.124 -4.550 -0.0144 0.0169 0.0028 0.3757
H -0.468 3.776 -2.598 0.0003 0.0092 -0.0132 0.3001
H 1.004 3.562 -1.625 -0.0070 -0.0036 -0.0045 0.3196
H -0.469 2.678 -1.186 0.0113 0.0161 0.0008 0.1467
H 2.528 0.505 -0.934 0.0266 0.0459 -0.0030 -0.0147
H 2.307 -1.308 -1.855 -0.0441 -0.0477 0.0249 0.0170
H 3.776 -0.569 -2.522 -0.0021 0.0206 -0.0029 0.3690
H 2.834 -1.714 -3.498 -0.0077 -0.0076 0.0121 0.3350
H 1.754 1.447 -4.937 0.0309 -0.0125 -0.0294 0.3879
H 2.287 -0.194 -5.347 -0.0020 -0.0063 0.0043 0.3316
H 3.418 0.945 -4.592 0.0061 0.0070 0.0075 0.3440
N 2.316 5.978 4.465 0.0160 0.0295 0.0262 -0.5289
C 1.956 5.038 3.911 -0.0578 -0.0797 -0.0598 -0.1108
C 1.506 3.861 3.214 0.0331 -0.1142 -0.0776 0.6766
C 0.157 3.562 3.114 -0.1640 0.0251 0.0355 -0.8507
C -0.232 2.417 2.436 0.1117 0.0800 -0.0027 0.0589
N 0.659 1.585 1.881 0.0289 -0.2637 -0.0075 -0.0352
C 1.964 1.871 1.969 0.0033 0.1068 0.0590 -0.0570
C 2.423 2.995 2.624 0.1958 0.0747 0.0386 -0.8932
H -0.586 4.210 3.556 -0.0251 -0.0309 -0.0196 0.4960
H -1.268 2.149 2.294 -0.0420 0.0300 0.0457 0.1987
H 2.637 1.169 1.497 -0.0669 -0.0179 -0.0093 0.5086
H 3.483 3.198 2.674 -0.0113 -0.0205 -0.0181 0.4968
```
Forces are in eV/Å.

E_tot: -73019.017 eV
Orbital gap: 4.903 eV
HOMO energy: -3.061 eV
Energy relative to the best compared isomer or geometry (same formula, charge and spin): 4.41 kcal per mole
Charge: -1

***

- The lowest energy relative to the best compared isomer or geometry (same formula, charge and spin) belongs to which entry?
  C42H53AsF3N3O6PReS2

***

- The lowest E_tot belongs to which entry?
  C42H53AsF3N3O6PReS2

***

What did the second record say?
Computed, not measured: a 2-piece molecular cluster, C4H4BrN overall, with ωB97M-V with the def2-TZVPD basis set.

The geometry in XYZ format:
```
10
Properties=species:S:1:pos:R:3:forces:R:3:mulliken_charge:R:1
C 1.434 -1.495 -0.074 -2.4675 2.8479 -0.2706 -0.0095
C -1.197 -0.728 -0.148 -2.4132 -0.9104 -0.4270 -0.3317
C -0.130 -0.006 -0.172 2.6753 -3.6862 -0.5600 0.4039
C 0.374 1.308 0.085 -1.9236 -0.6038 1.0216 -0.9188
N 2.312 -2.229 0.067 -0.0600 -0.0601 -0.0305 -0.3647
Br -2.916 0.208 0.024 0.8703 -0.3391 -0.1234 -0.1693
H -1.383 -1.814 -0.303 0.6630 1.1902 0.3476 0.4085
H 1.108 1.662 -0.517 2.0991 0.7107 -2.3883 0.3333
H 0.869 1.082 0.992 0.2693 1.0182 1.7389 0.2695
H -0.471 2.012 0.047 0.2874 -0.1675 0.6917 0.3788
```
Forces are in eV/Å.

E_tot: -75741.200 eV
Orbital gap: 9.430 eV
HOMO energy: -10.514 eV
Energy relative to the best compared isomer or geometry (same formula, charge and spin): 72.87 kcal per mole
Charge: 0